Entry 1:
A 2-piece molecular cluster, C4H8N2O3 overall in a non-equilibrium geometry. Source: the Open Molecules 2025 dataset; level of theory: ωB97M-V/def2-TZVPD.

```
17
C4H8N2O3 (ωB97M-V/def2-TZVPD)
C 2.12132 -0.12918 -0.42636
C 1.43438 1.20182 -0.12148
C 0.81825 -0.75988 -0.04182
C -0.70497 1.01979 0.89161
N 0.36252 0.49075 0.46795
N -2.31861 -0.47141 0.61052
O -1.86327 -1.63323 0.89039
O -2.39692 -0.32327 -0.95144
O -1.17482 2.00865 1.28426
H 2.41726 -0.30901 -1.39257
H 2.86837 -0.31602 0.26281
H 1.95234 1.98569 0.31513
H 0.98431 1.57267 -0.99647
H 0.26656 -0.99342 -0.93159
H 0.74978 -1.63792 0.61963
H -3.37922 -0.45146 0.85831
H -2.13726 -1.25458 -1.33889
```

Its charge is 0. The electronic energy is -13393.5900 eV. The value obtained for the molar mass is 132.12 g mol⁻¹. The value obtained for the HOMO energy (spin up / spin down) is -7.6 / -7.6 eV. The value obtained for the energy above the lowest of the compared OMol25 structures with the same formula, charge and spin is 781.36 kJ/mol.



Entry 2:
One molecule with the formula C4H8N2O3Si in a non-equilibrium geometry. Source: the Open Molecules 2025 dataset; level of theory: ωB97M-V/def2-TZVPD.

```
18
C4H8N2O3Si (ωB97M-V/def2-TZVPD)
C 2.03625 1.03653 1.58918
C 1.16010 0.26597 1.21537
Si -0.14632 -0.99007 0.70334
O 0.59637 -2.52305 0.68242
C -0.84997 -0.57574 -1.01106
C -0.71193 0.97128 -1.40086
N 0.66980 1.34160 -1.76286
O -1.47320 -1.07603 1.79582
N -1.02792 -1.28324 3.10798
O -1.02297 -0.22404 3.63591
H 2.85849 1.79754 1.57891
H 1.01480 -2.68164 -0.18856
H -0.45345 -1.25964 -1.82288
H -1.97173 -0.77563 -0.96239
H -1.48191 1.16257 -2.20741
H -1.00633 1.63287 -0.52345
H 1.01490 0.83049 -2.57760
H 0.79505 2.35022 -1.85186
```

Its charge is 0. The electronic energy is -21275.6004 eV. The value obtained for the molar mass is 160.21 g mol⁻¹. The value obtained for the HOMO energy is -9.3 eV.



Entry 3:
An isolated ion of composition C4H8N2OP and charge +1 in a non-equilibrium geometry. Source: the Open Molecules 2025 dataset; level of theory: ωB97M-V/def2-TZVPD.

```
16
C4H8N2OP (ωB97M-V/def2-TZVPD)
C -2.67530 0.59964 -0.22419
C 1.36821 -0.69042 -0.07755
C -1.39494 0.67435 0.63233
C 0.89475 0.53803 -0.50599
N 2.54928 -1.24708 -0.37380
N -0.30136 1.17363 -0.16033
O 0.61370 -1.46887 0.70395
P -3.77080 -0.60286 -0.00313
H -2.64074 1.21490 -1.06564
H -1.16429 -0.32870 1.02025
H -1.77428 1.40474 1.53951
H 1.38982 0.95627 -1.39790
H 3.13529 -1.47484 0.46140
H 3.07033 -0.43635 -0.79534
H -0.33702 2.01679 -0.57113
H 1.03736 -2.32925 0.81756
```

Its charge is +1. As for the spin multiplicity: 3. The electronic energy is -18583.6209 eV. The value obtained for the molar mass is 131.09 g mol⁻¹. The value obtained for the HOMO energy (spin up / spin down) is -11.5 / -12.9 eV. The value obtained for the energy above the lowest of the compared OMol25 structures with the same formula, charge and spin is 28.63 kJ/mol.



Entry 4:
One molecule with the formula C4H8N2OS in a non-equilibrium geometry. Source: the Open Molecules 2025 dataset; level of theory: ωB97M-V/def2-TZVPD.

```
16
C4H8N2OS (ωB97M-V/def2-TZVPD)
C -0.86039 0.11474 1.26331
C 0.36961 0.65352 1.14164
C -1.29312 -1.07067 0.45887
C 1.51682 0.20240 0.33619
N -0.49340 -1.39190 -0.68163
N 1.33870 0.42976 -1.11530
O -1.34543 1.47192 -1.87876
S -0.15753 -0.15437 -1.58312
H -1.67408 0.50925 1.84080
H 0.64268 1.47731 1.84094
H -1.46084 -2.12471 1.17665
H -2.36043 -0.78032 0.13776
H 2.44469 0.71661 0.68040
H 1.68139 -0.81604 0.45941
H 1.50342 1.36541 -1.28419
H 0.14792 -0.60289 -2.79296
```

Its charge is 0. The electronic energy is -20133.2469 eV. The value obtained for the molar mass is 132.19 g mol⁻¹. The value obtained for the HOMO energy (spin up / spin down) is -9.1 / -9.1 eV. The value obtained for the energy above the lowest of the compared OMol25 structures with the same formula, charge and spin is 732.08 kJ/mol.



Entry 5:
One molecule with the formula C4H8N2OS in a non-equilibrium geometry. Source: the Open Molecules 2025 dataset; level of theory: ωB97M-V/def2-TZVPD.

```
16
C4H8N2OS (ωB97M-V/def2-TZVPD)
C 0.86914 -1.15937 1.07663
C 1.59059 0.60713 -0.52246
C -0.71321 0.18751 -0.16971
C -1.67931 -0.77290 -0.81223
H 0.88666 -0.62131 1.99189
H 1.79546 -1.64774 0.85010
H 0.07236 -1.89175 1.08698
H 1.14295 1.32299 -1.19999
H -2.64055 -0.30716 -0.92171
H -1.78927 -1.69474 -0.25900
H -1.28130 -1.04259 -1.79280
H -0.67751 3.10722 0.39140
N 0.61234 -0.15628 0.04114
N -1.18372 1.34527 0.09247
O -0.18519 2.28354 0.48152
S 3.18058 0.44017 -0.33422
```

Its charge is 0. The electronic energy is -20138.6319 eV. The value obtained for the molar mass is 132.19 g mol⁻¹. The value obtained for the HOMO energy is -8.5 eV. The value obtained for the energy above the lowest of the compared OMol25 structures with the same formula, charge and spin is 212.50 kJ/mol.



Entry 6:
One molecule with the formula C4H8N2OS in a non-equilibrium geometry. Source: the Open Molecules 2025 dataset; level of theory: ωB97M-V/def2-TZVPD.

```
16
C4H8N2OS (ωB97M-V/def2-TZVPD)
O 2.02419 -0.75659 -0.78536
S -1.77071 -0.86814 -1.19239
C 0.88148 -0.94881 -1.19272
C -0.32690 -0.36529 -0.49414
N 0.84768 -1.76537 -2.29362
N -0.32833 0.48837 0.61490
C 0.92655 1.15478 1.08293
C -1.62871 0.81167 1.27347
H -0.06855 -2.21561 -2.41631
H 1.67725 -2.27845 -2.56570
H 1.53199 0.44698 1.63863
H 1.46131 1.55290 0.21822
H 0.67526 2.01133 1.74899
H -2.36782 1.10660 0.52980
H -1.52918 1.65819 1.94743
H -2.00552 -0.03257 1.88588
```

Its charge is 0. The electronic energy is -20140.1848 eV. The value obtained for the molar mass is 132.19 g mol⁻¹. The value obtained for the HOMO energy is -8.6 eV. The value obtained for the energy above the lowest of the compared OMol25 structures with the same formula, charge and spin is 62.67 kJ/mol.



Entry 7:
One molecule with the formula C4H8N2OS in a non-equilibrium geometry. Source: the Open Molecules 2025 dataset; level of theory: ωB97M-V/def2-TZVPD.

```
16
C4H8N2OS (ωB97M-V/def2-TZVPD)
C -1.22539 0.76828 -0.59505
C -0.18133 1.42697 0.21261
C 1.92060 0.25116 -0.23703
C -1.18614 -1.30959 0.42647
H -0.91073 0.38982 -1.56135
H -1.87811 1.54641 -0.98137
H -0.11315 1.03171 1.26971
H -0.44542 2.52260 0.34115
H 2.99423 0.52485 -0.20967
H 2.39137 -1.73461 0.33149
H -0.85416 -1.11093 1.51256
H -1.74268 -2.32977 0.31895
N 1.22811 1.31741 -0.36118
N 1.71577 -1.09241 0.25351
O -2.04812 -0.41565 -0.15940
S 0.33514 -1.78625 -0.56138
```

Its charge is 0. The electronic energy is -20137.4262 eV. The value obtained for the molar mass is 132.19 g mol⁻¹. The value obtained for the HOMO energy is -8.8 eV. The value obtained for the energy above the lowest of the compared OMol25 structures with the same formula, charge and spin is 328.84 kJ/mol.



Entry 8:
An isolated ion of composition C4H8N2P and charge +1 in a non-equilibrium geometry. Source: the Open Molecules 2025 dataset; level of theory: ωB97M-V/def2-TZVPD.

```
15
C4H8N2P (ωB97M-V/def2-TZVPD)
C 0.96873 -1.47399 -0.64261
C 1.23719 -0.76037 0.46995
C -0.53627 0.15221 -0.68234
C -1.84118 0.84605 -0.56297
N 0.42687 0.29196 0.51069
N -0.18877 -1.01740 -1.23087
P 2.62320 -0.88213 1.68230
H 1.43006 -2.49084 -0.87774
H -2.63494 0.40735 -1.22626
H -2.36999 0.70640 0.47077
H -1.82124 1.86410 -0.71516
H 0.55223 0.92688 1.20982
H -0.54845 -1.52136 -1.96030
H 3.68183 -0.44556 0.92210
H 3.01944 -2.12448 1.26041
```

Its charge is +1. The electronic energy is -16538.5150 eV. The value obtained for the molar mass is 115.10 g mol⁻¹. The value obtained for the HOMO energy is -13.7 eV. The value obtained for the energy above the lowest of the compared OMol25 structures with the same formula, charge and spin is 109.18 kJ/mol.



Entry 9:
An isolated ion of composition C4H8N2P and charge +1 in a non-equilibrium geometry. Source: the Open Molecules 2025 dataset; level of theory: ωB97M-V/def2-TZVPD.

```
15
C4H8N2P (ωB97M-V/def2-TZVPD)
C -1.55493 0.86907 1.31715
C -0.67406 1.05879 2.29203
C -1.73909 -0.23616 0.39444
C 0.78532 -0.27981 -1.02196
N 1.21607 0.65359 -0.30624
N 1.56939 -1.06145 -2.03023
P -0.85170 -1.00846 -0.82745
H -2.45401 1.51279 1.20808
H -0.72414 1.90529 2.95930
H -2.66878 -0.64815 0.59785
H 2.15468 0.88031 -0.46678
H -0.09516 0.21128 2.60985
H 0.87413 -1.70062 -2.46466
H 2.11825 -1.61211 -1.37218
H 2.04403 -0.54437 -2.88922
```

Its charge is +1. The electronic energy is -16536.2896 eV. The value obtained for the molar mass is 115.10 g mol⁻¹. The value obtained for the HOMO energy is -12.8 eV. The value obtained for the energy above the lowest of the compared OMol25 structures with the same formula, charge and spin is 323.90 kJ/mol.



Entry 10:
One molecule with the formula C4H8N2S in a non-equilibrium geometry. Source: the Open Molecules 2025 dataset; level of theory: ωB97M-V/def2-TZVPD.

```
15
C4H8N2S (ωB97M-V/def2-TZVPD)
C 1.48823 0.33019 0.77002
C 0.71959 1.10978 -0.30437
C -0.58791 1.66716 0.05455
C -1.17531 -0.60111 -0.44395
H 2.37090 0.80540 1.16894
H 0.94211 0.04286 1.64476
H 1.66144 -0.59437 0.10285
H 1.41100 1.66720 -1.07782
H -0.92452 1.55985 1.01482
H -0.95201 2.62630 -0.35267
H -2.25174 -0.56577 -0.08254
H -0.32978 -3.82896 -0.94202
N -0.52264 0.56531 -0.80410
N -0.53619 -1.63905 -0.55337
S -1.31315 -3.14478 -0.19508
```

Its charge is 0. The electronic energy is -18090.3171 eV. The value obtained for the molar mass is 116.19 g mol⁻¹. The value obtained for the HOMO energy is -8.4 eV. The value obtained for the energy above the lowest of the compared OMol25 structures with the same formula, charge and spin is 330.49 kJ/mol.